2 unconnected molecules or ions with the total composition C4H12 in a non-equilibrium geometry, computed with ωB97M-V/def2-TZVPD.

Structure (XYZ):
```
16
Properties=species:S:1:pos:R:3:forces:R:3
C 0.6048 1.5567 0.7280 -1.56 -6.50 0.95
C -0.7768 1.4260 1.3544 0.43 -2.51 0.46
C 0.6011 -1.5344 -0.4552 -2.39 -2.96 -1.51
C -0.3112 -1.3920 -1.7522 2.44 -2.85 3.27
H -1.3082 0.4705 1.0503 0.63 0.60 0.61
H -1.2263 -1.8867 -1.3305 0.10 -0.37 0.26
H 1.5212 -2.0149 -0.6877 0.68 -0.68 -0.26
H 0.9225 2.4345 0.9336 2.97 5.98 2.01
H -0.7871 1.5256 2.4625 0.14 -0.19 -0.86
H 0.1033 -1.7932 -2.6138 0.67 -0.84 -1.43
H 0.6406 1.5622 -0.3096 -0.34 -0.47 -2.14
H -0.6195 -0.4694 -1.8558 -1.91 4.93 -1.05
H 0.5689 -0.6052 0.0407 -0.49 2.25 0.98
H 1.4238 0.7762 1.1268 -1.42 1.32 -0.51
H -1.4437 2.1204 0.9505 -0.92 1.61 -0.64
H 0.0865 -2.1761 0.3579 0.99 0.68 -0.13
```
Forces are in eV/Å.

Values from the calculation:
Spin multiplicity ... 2
HOMO level (alpha / beta) ... -16.32 / -15.95 eV
Charge ... +1
F_max ... 7.0 eV/A
Frontier orbital gap (alpha / beta) ... 0.482 / 0.175 hartree
Lowest unoccupied orbital energy (alpha / beta) ... -3.210 / -11.193 eV
⟨S²⟩ ... 0.75

Löwdin atomic charge list, values in e, 8 entries: -0.12 -0.11 0.07 0.07 0.08 0.18 0.11 0.01